# H3NS2

A molecular structure, H3NS2 (ωB97M-V with the def2-TZVPD basis set, the Open Molecules 2025 dataset).

Geometry (Å):
N (0.061, -0.472, 0.240)
S (-1.372, 0.193, -0.410)
S (1.583, 0.099, -0.405)
H (0.012, -0.254, 1.510)
H (-1.686, 1.140, 0.537)
H (1.401, -0.706, -1.473)

Forces on atoms 1 to 3 (eV/Å):
0.0 0.8 5.5
-0.7 0.6 0.5
-0.6 -0.2 -0.1

Properties
Kohn-Sham gap = 8.88 eV
F_max = 5.59 eV/A
E = -23206.84210 eV
Energy above the lowest of the compared OMol25 structures with the same formula, charge and spin = 49.41 kcal per mole
Lowest unoccupied orbital energy = 0.0 eV
E_HOMO = -8.85 eV
Spin multiplicity = 1

# H12O6

6 unconnected molecules or ions with the total composition H12O6 (ωB97M-V with the def2-TZVPD basis set, the Open Molecules 2025 dataset).

Geometry (Å):
O (-3.358, 0.753, -5.415)
H (-2.740, 1.438, -5.167)
H (-3.732, 0.422, -4.595)
O (5.466, -0.069, -1.303)
H (6.316, 0.307, -1.087)
H (5.594, -1.006, -1.435)
O (-5.843, 1.897, -7.459)
H (-5.020, 1.667, -7.879)
H (-6.376, 2.591, -7.834)
O (1.032, -13.019, 12.570)
H (1.941, -12.721, 12.794)
H (0.885, -13.492, 13.408)
O (-7.220, 2.244, -2.474)
H (-7.533, 1.974, -3.332)
H (-6.473, 1.895, -1.983)
O (8.661, 8.331, 3.469)
H (8.780, 8.498, 4.464)
H (9.618, 8.293, 3.259)

Forces on atoms 1 to 3 (eV/Å):
-0.1 -0.3 -0.3
0.2 0.2 0.2
0.0 0.0 0.1

Properties
Kohn-Sham gap = 11.97 eV
F_max = 2.97 eV/A
E = -12478.62336 eV
Energy above the lowest of the compared OMol25 structures with the same formula, charge and spin = 57.43 kcal per mole
Lowest unoccupied orbital energy = 0.7 eV
Structure (SMILES) = O.O.O.O.O.O
E_HOMO = -11.25 eV
Spin multiplicity = 1

# C26H49F4NO4

A single C26H49F4NO4 molecule (ωB97M-V with the def2-TZVPD basis set, the Open Molecules 2025 dataset).

Geometry (Å):
C (6.286, -6.181, 0.740)
C (4.942, -5.458, 0.849)
C (5.101, -3.995, 1.292)
C (4.153, -3.009, 0.617)
C (4.340, -2.912, -0.902)
C (3.161, -2.280, -1.661)
C (2.423, -1.160, -0.917)
C (1.683, -0.228, -1.889)
C (0.421, 0.431, -1.300)
C (-0.774, 0.055, -2.156)
O (-2.009, 0.400, -1.550)
C (-3.069, 0.053, -2.440)
C (-4.394, 0.621, -1.995)
C (-5.004, -0.040, -0.752)
C (-6.330, 0.645, -0.429)
C (-7.027, 0.249, 0.874)
O (-6.105, -0.313, 1.821)
C (-6.721, -0.901, 2.881)
C (-6.041, -2.167, 3.314)
O (-7.705, -0.443, 3.395)
O (0.458, 1.841, -1.326)
C (0.902, 2.535, -0.183)
C (2.414, 2.406, 0.110)
C (3.410, 3.130, -0.811)
N (3.151, 3.055, -2.248)
C (0.615, 4.006, -0.516)
C (-0.896, 4.298, -0.701)
C (-1.521, 5.151, 0.400)
F (-2.739, 4.591, 0.814)
C (0.053, 2.152, 1.078)
C (0.735, 1.194, 2.079)
C (-0.258, 0.449, 2.920)
F (-1.116, 1.256, 3.560)
F (-0.992, -0.418, 2.188)
F (0.364, -0.290, 3.867)
H (6.755, -6.214, 1.724)
H (6.952, -5.637, 0.070)
H (6.165, -7.197, 0.371)
H (4.400, -5.543, -0.092)
H (4.341, -5.986, 1.593)
H (4.945, -3.955, 2.371)
H (6.128, -3.669, 1.110)
H (4.352, -2.021, 1.038)
H (3.111, -3.226, 0.868)
H (5.239, -2.324, -1.097)
H (4.514, -3.908, -1.307)
H (2.458, -3.046, -1.990)
H (3.562, -1.826, -2.571)
H (1.716, -1.592, -0.208)
H (3.161, -0.591, -0.347)
H (1.373, -0.859, -2.727)
H (2.351, 0.521, -2.302)
H (0.247, 0.020, -0.301)
H (-0.765, -1.017, -2.372)
H (-0.672, 0.629, -3.085)
H (-3.143, -1.040, -2.497)
H (-2.809, 0.458, -3.422)
H (-4.342, 1.705, -1.892)
H (-5.097, 0.419, -2.810)
H (-4.305, -0.012, 0.079)
H (-5.197, -1.080, -1.024)
H (-6.187, 1.724, -0.472)
H (-7.046, 0.397, -1.215)
H (-7.489, 1.130, 1.314)
H (-7.804, -0.489, 0.677)
H (-5.177, -1.941, 3.935)
H (-6.747, -2.788, 3.853)
H (-5.687, -2.702, 2.435)
H (2.553, 2.857, 1.095)
H (2.700, 1.361, 0.214)
H (3.515, 4.167, -0.495)
H (4.386, 2.677, -0.613)
H (3.793, 2.441, -2.719)
H (3.163, 3.960, -2.687)
H (1.106, 4.267, -1.448)
H (0.999, 4.647, 0.278)
H (-1.022, 4.832, -1.642)
H (-1.465, 3.377, -0.804)
H (-0.892, 5.192, 1.289)
H (-1.763, 6.153, 0.053)
H (-0.143, 3.068, 1.628)
H (-0.878, 1.708, 0.731)
H (1.348, 1.768, 2.772)
H (1.388, 0.464, 1.616)

Forces on atoms 1 to 3 (eV/Å):
-0.3 0.2 0.1
0.2 -0.2 0.2
-0.2 -0.2 -0.1

Properties
Kohn-Sham gap = 9.64 eV
F_max = 0.90 eV/A
E = -48306.99711 eV
Lowest unoccupied orbital energy = 0.6 eV
Structure (SMILES) = CCCCCCCC[C@H](COCCCCCOC(C)=O)O[C@@](CCN)(CCCF)CCC(F)(F)F
E_HOMO = -9.03 eV
Spin multiplicity = 1

# C6H13NO

2 unconnected molecules or ions with the total composition C6H13NO (ωB97M-V with the def2-TZVPD basis set, the Open Molecules 2025 dataset).

Geometry (Å):
C (-0.244, 0.748, -0.318)
C (-0.240, 1.900, 0.672)
C (-1.260, 1.017, -1.453)
C (-1.100, -0.680, 0.356)
N (-0.897, -1.708, -0.405)
O (-1.743, -0.419, 1.352)
H (0.711, 0.636, -0.829)
H (-1.470, -2.512, -0.171)
H (0.616, -1.971, -0.389)
H (-0.967, 1.943, -1.956)
H (0.514, 1.802, 1.452)
H (-0.060, 2.842, 0.148)
H (-1.207, 1.963, 1.168)
H (-1.270, 0.207, -2.177)
H (-2.266, 1.146, -1.054)
C (1.555, -0.620, 0.954)
C (1.814, -1.699, 0.081)
H (1.966, -2.658, 0.577)
H (2.573, -1.520, -0.676)
H (2.040, 0.336, 0.841)
H (0.934, -0.754, 1.828)

Forces on atoms 1 to 3 (eV/Å):
-1.7 -1.2 0.3
0.0 -0.1 -0.1
0.3 0.3 0.1

Properties
Kohn-Sham gap (spin up / spin down) = 7.38 / 7.37 eV
F_max = 3.41 eV/A
E = -9966.32070 eV
Energy above the lowest of the compared OMol25 structures with the same formula, charge and spin = 111.93 kcal per mole
Lowest unoccupied orbital energy (spin up / spin down) = -1.2 / -1.2 eV
E_HOMO (spin up / spin down) = -8.60 / -8.60 eV
Spin multiplicity = 1

# C21H41N4O4

3 unconnected molecules or ions with the total composition C21H41N4O4 (ωB97M-V with the def2-TZVPD basis set, the Open Molecules 2025 dataset).

Geometry (Å):
C (0.831, -3.675, -1.986)
C (1.810, -3.025, -1.720)
C (2.776, -2.069, -1.140)
N (2.168, -1.032, -0.320)
C (1.379, -0.037, -1.022)
C (2.095, 0.618, -2.236)
O (2.247, -0.023, -3.299)
O (2.507, 1.750, -2.050)
N (0.022, -0.517, -1.348)
C (-0.849, -0.514, -0.202)
C (-1.618, -1.818, 0.054)
O (-1.046, 0.416, 0.526)
C (-0.587, 0.237, -2.430)
C (-0.916, -0.575, -3.675)
O (-0.842, 1.402, -2.364)
H (-0.046, -4.240, -2.156)
H (3.471, -1.707, -1.904)
H (3.385, -2.683, -0.461)
H (2.858, -0.587, 0.262)
H (1.255, 0.792, -0.318)
H (-1.519, -2.116, 1.093)
H (-2.660, -1.594, -0.196)
H (-1.283, -2.568, -0.661)
H (-1.957, -0.422, -3.963)
H (-0.203, -0.384, -4.474)
H (-0.821, -1.633, -3.415)
C (1.350, -4.679, 6.151)
C (1.375, -4.832, 4.637)
N (2.007, -3.719, 3.958)
C (1.780, -3.714, 2.519)
C (2.359, -4.870, 1.698)
C (3.359, -3.404, 4.383)
C (4.420, -4.507, 4.282)
H (0.889, -3.734, 6.442)
H (0.766, -5.489, 6.594)
H (2.350, -4.727, 6.585)
H (0.338, -4.896, 4.296)
H (1.846, -5.795, 4.385)
H (2.144, -2.770, 2.105)
H (0.698, -3.692, 2.354)
H (3.439, -4.783, 1.578)
H (1.926, -4.854, 0.695)
H (2.133, -5.845, 2.135)
H (3.319, -3.069, 5.424)
H (3.705, -2.527, 3.830)
H (4.062, -5.465, 4.663)
H (5.295, -4.228, 4.875)
H (4.766, -4.649, 3.260)
C (-3.820, 7.870, -2.652)
C (-2.779, 6.905, -2.102)
N (-3.356, 5.750, -1.445)
C (-2.389, 4.978, -0.673)
C (-1.254, 4.290, -1.434)
C (-4.288, 4.970, -2.238)
C (-3.788, 4.388, -3.566)
H (-4.521, 8.176, -1.872)
H (-3.328, 8.767, -3.032)
H (-4.387, 7.436, -3.477)
H (-2.179, 7.451, -1.369)
H (-2.094, 6.621, -2.915)
H (-2.925, 4.228, -0.084)
H (-1.945, 5.652, 0.069)
H (-1.600, 3.417, -1.971)
H (-0.496, 3.944, -0.730)
H (-0.759, 4.962, -2.138)
H (-5.162, 5.595, -2.451)
H (-4.681, 4.158, -1.621)
H (-3.226, 5.115, -4.154)
H (-4.642, 4.070, -4.171)
H (-3.163, 3.509, -3.417)

Forces on atoms 1 to 3 (eV/Å):
0.8 0.1 0.2
-0.9 0.5 0.4
0.8 -0.9 0.2

Properties
Total charge = -1
Kohn-Sham gap = 7.23 eV
F_max = 2.20 eV/A
E = -36590.95527 eV
Lowest unoccupied orbital energy = 2.6 eV
E_HOMO = -4.66 eV
Spin multiplicity = 1

# C5H11NO

2 unconnected molecules or ions with the total composition C5H11NO (ωB97M-V with the def2-TZVPD basis set, the Open Molecules 2025 dataset).

Geometry (Å):
C (3.110, 0.273, -0.704)
N (0.223, 0.448, 0.373)
C (0.382, 0.111, 1.528)
O (0.480, -0.230, 2.649)
C (-1.002, 0.102, -0.359)
C (-1.283, -1.397, -0.247)
C (-2.103, 0.944, 0.279)
H (3.383, 1.262, -1.065)
H (3.500, -0.493, -1.382)
H (3.527, 0.181, 0.304)
H (2.027, 0.310, -0.654)
H (-0.894, 0.352, -1.427)
H (-1.465, -1.675, 0.800)
H (-0.440, -1.990, -0.617)
H (-2.176, -1.662, -0.819)
H (-3.037, 0.850, -0.276)
H (-2.279, 0.634, 1.319)
H (-1.786, 1.991, 0.316)

Forces on atoms 1 to 3 (eV/Å):
0.2 0.5 -0.1
0.4 -0.2 0.7
-0.7 -0.3 0.2

Properties
Kohn-Sham gap = 11.11 eV
F_max = 1.03 eV/A
E = -8900.77063 eV
Energy above the lowest of the compared OMol25 structures with the same formula, charge and spin = 21.37 kcal per mole
Lowest unoccupied orbital energy = 0.9 eV
Structure (SMILES) = CC(C)N=C=O.C
E_HOMO = -10.23 eV
Spin multiplicity = 1

Look up the spin multiplicity of the second one.
1